Record 1
Density functional theory data (the ωB97M-V functional and the def2-TZVPD basis) for a structure of composition C48H62BF4KO8.

```
! wB97M-V def2-TZVPD RIJCOSX def2/J DEFGRID3
* xyz -2 1
K 1.870 -3.212 0.930
C 3.799 -2.819 -1.791
O 2.742 -2.119 -1.136
C 2.359 -0.937 -1.730
C 2.936 0.271 -1.316
C 3.809 0.411 -0.079
C 3.015 1.044 1.050
C 2.900 2.421 1.165
C 2.082 3.031 2.115
C 1.369 2.187 2.970
C 1.455 0.808 2.906
C 0.620 -0.071 3.818
C -0.734 -0.390 3.213
C -1.720 0.585 3.242
C -2.955 0.421 2.621
C -3.172 -0.760 1.932
C -2.214 -1.771 1.858
C -2.471 -2.944 0.931
C -2.281 -2.531 -0.515
C -3.312 -1.912 -1.212
C -3.154 -1.398 -2.493
C -1.883 -1.523 -3.070
C -0.827 -2.134 -2.427
C 0.553 -2.202 -3.053
C 1.368 -0.964 -2.715
C 1.039 0.230 -3.355
C 1.636 1.436 -3.023
C 2.572 1.426 -1.995
C 1.262 2.761 -3.685
C 0.234 2.582 -4.802
C 0.658 3.695 -2.626
C 2.514 3.414 -4.283
C -1.004 -2.673 -1.117
O -0.040 -3.271 -0.526
C -4.276 -0.712 -3.271
C -5.575 -0.641 -2.469
C -3.859 0.723 -3.623
C -4.559 -1.481 -4.569
C -1.019 -1.594 2.554
O -0.074 -2.605 2.578
C -0.219 -3.543 3.629
C -3.989 1.544 2.693
C -4.372 1.795 4.157
C -3.391 2.826 2.099
C -5.260 1.209 1.913
C 2.292 0.195 1.932
O 2.402 -1.077 1.855
C 1.930 4.547 2.245
C 2.373 5.004 3.641
C 0.460 4.938 2.035
C 2.767 5.301 1.212
H 4.694 -2.192 -1.819
H 3.489 -3.096 -2.803
H 4.000 -3.718 -1.217
H 4.660 1.056 -0.318
H 4.189 -0.564 0.225
H 3.475 3.032 0.478
H 0.718 2.622 3.725
H 0.462 0.461 4.761
H 1.157 -0.992 4.033
H -1.489 1.515 3.751
H -4.096 -0.912 1.390
H -3.501 -3.287 1.069
H -1.801 -3.765 1.174
H -4.277 -1.838 -0.720
H -1.711 -1.132 -4.070
H 0.442 -2.260 -4.139
H 1.066 -3.098 -2.707
H 0.267 0.189 -4.112
H 3.014 2.361 -1.670
H -0.698 2.158 -4.425
H 0.609 1.928 -5.592
H 0.004 3.553 -5.248
H -0.244 3.254 -2.198
H 0.397 4.660 -3.071
H 1.355 3.873 -1.807
H 2.977 2.754 -5.020
H 3.258 3.627 -3.515
H 2.255 4.356 -4.775
H -5.441 -0.088 -1.537
H -5.948 -1.636 -2.220
H -6.343 -0.130 -3.057
H -3.638 1.291 -2.717
H -4.658 1.236 -4.170
H -2.963 0.734 -4.244
H -4.842 -2.512 -4.348
H -3.677 -1.510 -5.209
H -5.373 -1.010 -5.131
H -1.149 -4.112 3.516
H -0.222 -3.030 4.597
H 0.632 -4.221 3.581
H -3.503 2.088 4.747
H -4.790 0.893 4.607
H -5.116 2.593 4.226
H -2.494 3.137 2.634
H -4.117 3.643 2.147
H -3.111 2.673 1.055
H -5.755 0.320 2.309
H -5.050 1.036 0.857
H -5.963 2.044 1.983
H 1.773 4.530 4.419
H 2.270 6.090 3.746
H 3.416 4.736 3.819
H -0.183 4.470 2.782
H 0.113 4.614 1.053
H 0.331 6.024 2.110
H 3.832 5.088 1.324
H 2.624 6.378 1.337
H 2.476 5.040 0.193
O 5.566 -2.918 1.064
H 5.439 -3.876 1.001
H 4.948 -2.665 1.762
O 2.497 -6.121 -1.673
H 1.714 -5.854 -1.175
H 3.152 -6.306 -0.983
O -1.331 -5.713 -0.731
C -0.288 -5.452 -0.367
O 3.857 -1.225 4.184
C 3.608 -2.012 3.402
F 5.805 -6.367 1.907
B 4.482 -6.490 1.483
F 4.188 -5.378 0.612
F 3.604 -6.438 2.566
F 4.295 -7.662 0.745
*
```

Results
Maximum force, eV Å⁻¹: 1.0
Lowest unoccupied orbital energy, eV: 3.73

=====

Record 2
Density functional theory data (the ωB97M-V functional and the def2-TZVPD basis) for a structure of composition CH4NO2Si in a non-equilibrium geometry.

```
! wB97M-V def2-TZVPD RIJCOSX def2/J DEFGRID3
* xyz -1 1
C 1.801 0.187 -0.045
N -1.454 0.416 0.631
O 2.095 1.304 0.424
O 2.494 -0.772 -0.524
Si -0.065 -0.434 -0.113
H -2.374 0.066 0.852
H -1.429 1.342 0.302
H -0.670 -0.288 -1.818
H -0.398 -1.822 0.291
*
```

Results
Maximum force, eV Å⁻¹: 3.3
Lowest unoccupied orbital energy, eV: 4.10
Energy above the lowest of the compared OMol25 structures with the same formula, charge and spin, kJ/mol: 79.2

=====

Record 3
Density functional theory data (the ωB97M-V functional and the def2-TZVPD basis) for a structure of composition C6H9NO in a non-equilibrium geometry.

```
! wB97M-V def2-TZVPD RIJCOSX def2/J DEFGRID3
* xyz 0 1
C 0.347 0.428 -0.774
C 1.417 -0.263 0.180
C 0.333 -0.124 1.221
C -0.031 1.148 0.455
C -0.722 -1.023 0.560
C -0.710 -0.680 -0.831
H 0.159 0.575 -2.604
H 2.272 0.518 0.480
H 1.830 -1.290 -0.115
H 0.595 0.016 2.278
H 0.666 1.892 0.641
H -1.090 1.557 0.754
H -0.796 -2.165 0.927
H -2.384 0.414 0.165
H -0.556 -1.581 -1.555
N -2.004 -0.543 -0.020
O 0.676 1.120 -1.761
*
```

Results
Maximum force, eV Å⁻¹: 10.4
Lowest unoccupied orbital energy, eV: 0.70
Energy above the lowest of the compared OMol25 structures with the same formula, charge and spin, kJ/mol: 486.4

=====

Record 4
Density functional theory data (the ωB97M-V functional and the def2-TZVPD basis) for a structure of composition C22H24N9O4RbS.

```
! wB97M-V def2-TZVPD RIJCOSX def2/J DEFGRID3
* xyz -2 1
Rb -1.246 0.748 1.052
C -4.385 1.340 -1.977
C -3.883 0.170 -1.173
N -4.253 -0.073 0.034
N -5.064 0.843 0.611
C -5.685 0.431 1.704
N -6.381 1.459 2.328
S -5.808 -1.124 2.391
C -2.909 -0.762 -1.786
C -2.848 -0.923 -3.174
C -1.905 -1.778 -3.716
C -1.033 -2.441 -2.869
C -1.157 -2.217 -1.505
N -2.072 -1.415 -0.974
H -4.570 2.173 -1.301
H -5.338 1.112 -2.465
H -3.666 1.641 -2.739
H -6.006 2.377 2.138
H -6.597 1.261 3.290
H -3.540 -0.388 -3.810
H -1.848 -1.920 -4.789
H -0.258 -3.093 -3.250
H -0.475 -2.689 -0.802
N 0.508 -2.669 1.749
C -0.414 -3.380 2.633
C -1.835 -3.268 2.097
N -2.321 -1.896 2.212
H 1.360 -2.418 2.236
H 0.087 -1.771 1.538
H -0.407 -2.992 3.662
H -0.124 -4.436 2.681
H -2.479 -3.991 2.617
H -1.830 -3.541 1.040
H -2.711 -1.745 3.135
H -3.092 -1.722 1.568
O 1.758 1.805 4.071
C 1.448 1.698 2.881
O 1.375 0.604 2.200
C 1.094 2.957 2.041
O 2.066 3.573 1.533
O -0.119 3.215 1.882
N 9.044 2.538 0.926
C 7.991 2.266 0.549
C 6.693 1.905 0.057
C 5.532 2.344 0.696
C 4.282 2.009 0.205
C 4.200 1.212 -0.933
C 5.353 0.756 -1.569
C 6.597 1.107 -1.083
N 2.938 0.853 -1.451
C 2.612 0.660 -2.779
C 1.270 0.426 -2.792
N 0.768 0.454 -1.514
C 1.784 0.720 -0.729
H 5.594 2.968 1.578
H 3.397 2.418 0.708
H 5.278 0.107 -2.432
H 7.495 0.754 -1.573
H 3.328 0.740 -3.577
H 0.638 0.242 -3.646
H 1.766 0.765 0.368
*
```

Results
Maximum force, eV Å⁻¹: 0.5
Lowest unoccupied orbital energy, eV: 3.81
Energy above the lowest of the compared OMol25 structures with the same formula, charge and spin, kJ/mol: 0.0

=====

Record 5
Density functional theory data (the ωB97M-V functional and the def2-TZVPD basis) for a cluster of 2 separate species, C3H6O2 in total in a non-equilibrium geometry.

```
! wB97M-V def2-TZVPD RIJCOSX def2/J DEFGRID3
* xyz 0 1
C 1.158 -0.182 0.015
C 0.929 -0.200 1.329
O -0.052 -0.949 1.951
H 2.024 0.362 -0.346
H 0.602 -0.795 -0.633
H 1.667 0.122 2.124
H -0.625 -1.359 1.307
C -1.404 0.801 -1.434
O -1.506 0.369 -0.256
H -1.315 -0.028 -2.295
H -1.478 1.860 -1.762
*
```

Results
Maximum force, eV Å⁻¹: 4.8
Lowest unoccupied orbital energy, eV: 0.29
Energy above the lowest of the compared OMol25 structures with the same formula, charge and spin, kJ/mol: 279.6
SMILES: C=CO.C=O

=====

Record 6
Density functional theory data (the ωB97M-V functional and the def2-TZVPD basis) for the molecule C13H15F3N4OS.

```
! wB97M-V def2-TZVPD RIJCOSX def2/J DEFGRID3
* xyz 0 1
C 5.987 0.139 -0.222
N 4.703 -0.472 -0.465
C 3.718 0.497 -0.911
C 2.492 -0.216 -1.509
N 2.347 -1.522 -0.917
C 1.496 -1.852 0.080
O 1.582 -2.892 0.709
C 0.378 -0.911 0.357
C -0.575 -0.438 -0.488
C -1.560 0.311 0.205
C -2.741 1.068 0.070
C -3.500 1.374 -1.171
F -2.819 0.988 -2.265
F -4.689 0.750 -1.229
F -3.752 2.683 -1.325
N -3.142 1.515 1.253
N -2.275 1.087 2.167
C -2.445 1.405 3.554
C -1.306 0.357 1.585
S 0.107 -0.502 2.046
C 3.460 -2.413 -1.194
C 4.756 -1.611 -1.359
H 5.862 0.941 0.504
H 6.441 0.559 -1.133
H 6.663 -0.605 0.196
H 3.422 1.090 -0.040
H 4.133 1.187 -1.669
H 2.622 -0.352 -2.588
H 1.599 0.383 -1.346
H -0.594 -0.628 -1.546
H -2.554 0.492 4.141
H -3.343 2.011 3.644
H -1.583 1.963 3.923
H 3.249 -2.993 -2.100
H 3.534 -3.099 -0.348
H 5.603 -2.239 -1.081
H 4.896 -1.303 -2.411
*
```

Results
Maximum force, eV Å⁻¹: 1.0
Lowest unoccupied orbital energy, eV: 0.54
SMILES: CN1CCN(C(=O)c2cc3c(C(F)(F)F)nn(C)c3s2)CC1

=====

Record 7
Density functional theory data (the ωB97M-V functional and the def2-TZVPD basis) for a structure of composition C18H26AsBCoN6S6.

```
! wB97M-V def2-TZVPD RIJCOSX def2/J DEFGRID3
* xyz -1 5
Co 0.205 -0.714 0.718
C 0.128 1.918 -4.714
N 0.578 2.621 -3.539
C 1.855 3.107 -3.322
C 1.845 3.653 -2.091
N 0.590 3.506 -1.544
B 0.235 4.087 -0.139
N 0.998 3.282 0.992
C 2.194 3.703 1.531
C 2.520 2.885 2.555
N 1.507 1.956 2.649
C 1.387 0.983 3.720
C 0.594 2.201 1.676
S -0.838 1.276 1.450
C -0.208 2.880 -2.447
S -1.856 2.522 -2.383
H 0.821 2.116 -5.531
H -0.871 2.263 -4.974
H 0.076 0.842 -4.531
H 2.624 3.059 -4.072
H 2.631 4.155 -1.554
H 0.713 5.204 -0.089
H -0.942 4.055 0.054
H 2.700 4.571 1.145
H 3.360 2.879 3.225
H 2.347 0.498 3.880
H 0.657 0.228 3.442
H 1.053 1.480 4.632
S 1.879 -3.677 4.356
As 1.211 -3.082 2.414
S 2.333 -1.487 1.452
S -0.813 -2.391 2.211
S 1.702 -5.038 1.694
C 4.051 -1.603 -1.904
C 3.602 -0.201 -2.341
C 4.695 0.830 -2.039
C 3.248 -0.208 -3.832
C 2.405 0.150 -1.557
N 1.506 0.379 -0.882
H 4.996 -1.842 -2.397
H 3.311 -2.352 -2.187
H 4.182 -1.661 -0.825
H 5.583 0.593 -2.628
H 4.960 0.806 -0.982
H 4.359 1.836 -2.290
H 4.125 -0.515 -4.404
H 2.940 0.781 -4.168
H 2.439 -0.911 -4.033
C -1.649 -2.933 -3.172
C -0.599 -3.494 -2.457
C -0.068 -2.787 -1.396
N -0.525 -1.580 -1.046
C -1.534 -1.038 -1.729
C -2.123 -1.686 -2.803
H -2.092 -3.465 -4.004
H -0.203 -4.470 -2.703
H 0.739 -3.191 -0.793
H -1.839 -0.040 -1.432
H -2.930 -1.203 -3.336
*
```

Results
Maximum force, eV Å⁻¹: 0.4
Lowest unoccupied orbital energy (alpha / beta), eV: 2.22 / 1.20
Energy above the lowest of the compared OMol25 structures with the same formula, charge and spin, kJ/mol: 0.0
Expectation value of S²: 6.018

=====

Record 8
Density functional theory data (the ωB97M-V functional and the def2-TZVPD basis) for a cluster of 4 separate species, C26H36ClF9O14P2 in total in a non-equilibrium geometry.

```
! wB97M-V def2-TZVPD RIJCOSX def2/J DEFGRID3
* xyz 0 1
C -2.181 0.173 0.257
C -1.503 -0.647 -0.356
C -0.900 -1.891 -1.069
C 0.027 -2.824 -0.127
C -0.818 -3.640 0.955
C -1.465 -2.794 2.122
C -1.087 -3.337 3.604
C -1.159 -2.124 4.632
C -0.150 -2.262 5.872
C -0.111 -0.808 6.565
O 1.109 -0.097 6.221
C 1.221 0.978 7.152
O 0.626 2.043 7.005
C 2.147 0.742 8.405
C 2.691 1.810 9.183
O 0.477 -3.886 -1.061
C 1.767 -3.667 -1.599
O 2.661 -4.401 -1.215
P 2.258 -2.426 -2.945
O 3.367 -3.082 -3.724
O 2.669 -0.900 -2.391
O 0.947 -2.327 -4.039
P 1.560 -1.938 0.554
O 2.317 -3.051 1.613
Cl 1.083 -0.308 1.785
H -2.944 0.800 0.800
H -0.231 -1.491 -1.905
H -1.698 -2.514 -1.596
H -1.663 -4.142 0.371
H -0.225 -4.500 1.420
H -2.599 -2.930 2.050
H -1.278 -1.686 2.118
H -0.082 -3.853 3.556
H -1.900 -4.086 3.895
H -0.934 -1.113 4.154
H -2.223 -2.041 5.044
H -0.549 -3.013 6.614
H 0.878 -2.505 5.468
H -0.154 -0.924 7.698
H -1.025 -0.201 6.259
H 2.394 -0.337 8.675
H 2.014 2.307 9.940
H 3.765 2.198 9.084
H 1.829 -0.382 -2.419
H 0.913 -1.391 -4.335
H 1.745 -3.835 1.751
C -3.105 -3.384 -6.133
C -2.198 -2.168 -6.134
O -2.956 -0.955 -6.280
C -3.613 -0.540 -5.187
O -3.601 -1.110 -4.129
C -4.350 0.769 -5.464
F -5.077 0.719 -6.599
F -3.496 1.805 -5.600
F -5.199 1.103 -4.480
H -3.724 -3.398 -7.033
H -2.519 -4.302 -6.088
H -3.787 -3.371 -5.280
H -1.523 -2.222 -6.990
H -1.576 -2.124 -5.236
C 9.473 4.069 6.657
C 8.065 4.576 6.903
O 7.345 3.704 7.791
C 7.669 3.792 9.091
O 8.499 4.536 9.536
C 6.813 2.841 9.924
F 6.784 1.593 9.415
F 5.529 3.255 9.998
F 7.249 2.722 11.187
H 9.449 3.042 6.286
H 9.989 4.699 5.932
H 10.059 4.058 7.579
H 7.514 4.587 5.961
H 8.063 5.599 7.288
C -5.280 3.440 -8.657
C -6.464 2.914 -9.444
O -6.369 3.277 -10.833
C -5.491 2.571 -11.564
O -4.806 1.684 -11.134
C -5.510 3.032 -13.020
F -5.422 4.372 -13.135
F -6.648 2.665 -13.645
F -4.496 2.519 -13.735
H -5.184 4.521 -8.788
H -5.393 3.218 -7.596
H -4.344 2.996 -9.001
H -7.382 3.368 -9.066
H -6.574 1.832 -9.339
*
```

Results
Maximum force, eV Å⁻¹: 4.5
Lowest unoccupied orbital energy, eV: -1.32
SMILES: C#CC[C@@](CCCCCCOC(=O)C=C)(OC(=O)P(=O)(O)O)P(O)Cl.CCOC(=O)C(F)(F)F.CCOC(=O)C(F)(F)F.CCOC(=O)C(F)(F)F

=====

Q: Number 2 is which compound?
A: CH4NO2Si